(1)
A 6-piece molecular cluster, C14H38Cl6O16P4 overall at a distorted geometry. Source: the OMol25 dataset; level of theory: ωB97M-V with the def2-TZVPD basis set.

Element x y z (Å)
C -8.3776 -1.1396 -1.8636
O -7.0167 -0.7059 -1.7645
P -6.0132 -1.5623 -0.8734
O -6.3401 -2.9765 -0.8244
O -4.5942 -1.2102 -1.4658
C -4.3888 -0.7567 -2.8091
O -6.0024 -0.8152 0.5023
C -5.4262 0.4641 0.7213
H -8.6793 -1.7880 -1.0408
H -8.5357 -1.6239 -2.8223
H -8.9932 -0.2461 -1.7458
H -3.9586 0.2416 -2.7706
H -5.3192 -0.7192 -3.3735
H -3.7515 -1.4540 -3.3488
H -4.7226 0.7517 -0.0702
H -4.7083 0.3874 1.5370
H -6.1911 1.2238 0.8275
C -0.1347 2.4230 1.3398
O -0.4698 3.8054 1.5267
P 0.6067 4.8631 1.0783
O 1.7822 4.9716 1.9354
O -0.3217 6.1447 1.0104
C 0.3057 7.4222 1.1755
O 0.8642 4.4454 -0.4234
C 1.7107 5.2066 -1.2921
H 0.5420 2.0171 2.0963
H 0.2473 2.2090 0.3467
H -1.0651 1.8975 1.5609
H -0.4069 8.1915 0.8848
H 1.2172 7.5222 0.5911
H 0.5165 7.6013 2.2304
H 2.2776 5.9468 -0.7346
H 1.1156 5.6308 -2.0989
H 2.3856 4.4977 -1.7717
C 6.7527 0.4055 0.5550
O 6.6189 0.6592 1.9519
P 5.6692 -0.2290 2.8266
O 5.8679 -1.6785 2.7365
O 4.2456 0.2995 2.4148
C 3.0691 -0.3574 2.8395
O 5.8242 0.3710 4.2778
C 6.8823 -0.0653 5.1114
H 6.4833 1.3267 0.0337
H 6.0617 -0.3591 0.2031
H 7.7757 0.1696 0.2764
H 3.1847 -0.7470 3.8604
H 2.7738 -1.2351 2.2642
H 2.2520 0.3521 2.9113
H 7.5359 -0.8170 4.6641
H 6.5020 -0.5063 6.0331
H 7.5086 0.7891 5.3752
C -0.9767 -3.1310 -1.9420
O -0.3076 -2.1471 -2.7424
P -0.4451 -2.1752 -4.3085
O -0.7661 -3.4803 -4.8921
O -1.4956 -1.0290 -4.5754
C -1.6812 -0.5983 -5.9386
O 0.9233 -1.5627 -4.8004
C 1.8539 -2.3542 -5.5417
H -0.2248 -3.7868 -1.5027
H -1.7299 -3.7139 -2.4639
H -1.4439 -2.6194 -1.1024
H -0.8118 -0.0212 -6.2514
H -2.5160 0.0980 -5.9036
H -1.8932 -1.4436 -6.5869
H 2.0378 -1.9590 -6.5372
H 1.5288 -3.3903 -5.6045
H 2.7810 -2.3247 -4.9674
C -0.8500 -1.5317 2.5538
Cl 0.0416 -1.6099 1.0504
Cl -2.5663 -1.3061 2.1913
Cl -0.2917 -0.3707 3.7490
H -0.7956 -2.4804 3.0685
C 1.2142 -5.7614 5.2643
Cl 2.9465 -6.0057 4.9689
Cl 0.5599 -4.6218 4.1161
Cl 1.0066 -5.1906 6.9221
H 0.7403 -6.7281 5.1707

Computed properties:
Energy   -160192.736 eV
Energy above the lowest of the compared OMol25 structures with the same formula, charge and spin   0.112 eV



(2)
C3H7N2 as an isolated structure at a distorted geometry. Source: the OMol25 dataset; level of theory: ωB97M-V with the def2-TZVPD basis set.

Element x y z (Å)
C 1.0530 0.9051 0.2325
C 0.7621 -1.0825 -0.0871
C -0.1653 0.0308 0.5431
N 1.8331 0.0510 -0.2552
N -1.3869 0.3578 -0.2623
H 1.4793 1.9386 0.2636
H 1.2259 -1.9156 0.4767
H 0.4634 -1.4168 -1.0816
H -0.4489 0.0121 1.5605
H -1.1246 -0.0108 -1.1502
H -1.6026 1.4022 -0.2368
H -2.0885 -0.2721 -0.0033

Computed properties:
Net charge   +1
Energy   -6195.319 eV
Energy above the lowest of the compared OMol25 structures with the same formula, charge and spin   2.192 eV



(3)
A 2-piece molecular cluster, CH5N2O overall at a distorted geometry. Source: the OMol25 dataset; level of theory: ωB97M-V with the def2-TZVPD basis set.

Element x y z (Å)
C -0.8629 -2.2049 -0.4291
N 0.0876 0.7301 -0.3921
N -0.3990 -1.9048 0.6184
O -1.3887 -2.1237 -1.4613
H 0.5841 1.2727 -1.2118
H -0.8966 0.4839 -0.4398
H -0.0904 -2.4509 1.4458
H -0.0638 1.2060 0.4664
H 0.4614 -0.1962 -0.2004

Computed properties:
Net charge   +1
Energy   -6138.332 eV
Energy above the lowest of the compared OMol25 structures with the same formula, charge and spin   0.749 eV



(4)
C24H35AlClF3NO8 as an isolated structure at a distorted geometry. Source: the OMol25 dataset; level of theory: ωB97M-V with the def2-TZVPD basis set.

Element x y z (Å)
C -2.0295 -2.9479 0.9467
C -0.8927 -2.6810 0.6846
C 0.4816 -2.3993 0.3279
Al 1.0928 -0.4972 0.6459
C 3.1124 -0.4738 0.4530
C 3.6525 -0.8294 -0.9544
C 3.7346 -2.3571 -1.2292
C 2.9475 -2.7715 -2.4744
N 2.8636 -4.2348 -2.7617
C 3.8383 -5.0547 -2.0429
C 1.5395 -4.7622 -2.6664
C 0.9735 -5.3085 -1.3762
O 0.8532 -4.8018 -3.6578
C 0.2788 0.8671 -0.6013
C 0.1653 0.4340 -2.0774
C -1.1859 -0.0561 -2.4649
F -1.2448 -0.7671 -3.6416
C -2.3616 0.1153 -1.7946
F -2.9110 1.3263 -1.6070
F -3.0853 -0.8432 -1.2301
C 0.7293 0.0751 2.6015
C -0.6552 -0.1525 2.9863
O -1.6142 0.3659 2.5096
Cl -0.8958 -1.3917 4.3193
H -3.0529 -3.2214 1.0198
H 0.6171 -2.6666 -0.7209
H 1.1173 -3.0618 0.9250
H 3.4976 -1.2526 1.1240
H 3.4967 0.4947 0.7829
H 4.6732 -0.4357 -0.9997
H 3.1142 -0.3140 -1.7554
H 3.4065 -2.8797 -0.3317
H 4.7856 -2.5484 -1.4395
H 1.9481 -2.3367 -2.4835
H 3.4652 -2.3266 -3.3298
H 3.7662 -6.0709 -2.4370
H 3.6742 -5.1320 -0.9645
H 4.8312 -4.6864 -2.2832
H 1.6491 -5.2701 -0.5241
H 0.6813 -6.3495 -1.5157
H 0.0670 -4.7720 -1.1057
H 0.9630 1.7244 -0.5848
H -0.6798 1.2495 -0.2386
H 0.8931 -0.3214 -2.3818
H 0.3900 1.3182 -2.6931
H 0.9605 1.1390 2.6561
H 1.4131 -0.4811 3.2406
C -4.2599 0.8284 5.0363
C -3.8764 1.8309 6.0927
C -3.5207 1.2247 7.4279
O -3.8717 2.2746 8.3425
C -4.8567 3.0033 7.7614
O -5.5143 3.8178 8.3254
O -4.9895 2.6768 6.4553
H -3.4905 0.0647 4.9304
H -5.2107 0.3509 5.2798
H -4.3887 1.3177 4.0720
H -3.0718 2.4741 5.7273
H -2.4663 0.9754 7.5145
H -4.1196 0.3419 7.6645
C -0.9435 6.5050 -4.4857
C -0.5168 5.0578 -4.4461
C -0.1473 4.5520 -3.0726
O 0.8011 3.5246 -3.3725
C 1.3891 3.8460 -4.5511
O 2.3577 3.3241 -4.9925
O 0.7117 4.8558 -5.1640
H -1.7420 6.6938 -3.7679
H -0.0996 7.1599 -4.2659
H -1.3039 6.7711 -5.4794
H -1.2820 4.4248 -4.9036
H -0.9947 4.1413 -2.5280
H 0.3425 5.3097 -2.4551

Computed properties:
Net charge   -1
Energy   -70596.181 eV



(5)
A 2-piece molecular cluster, C11H11INO9P2 overall at a distorted geometry. Source: the OMol25 dataset; level of theory: ωB97M-V with the def2-TZVPD basis set.

Element x y z (Å)
C 4.9536 0.3805 1.2037
C 4.3337 -0.5784 0.1876
I 5.4501 -2.4207 0.1078
C 2.8703 -0.8284 0.4760
N 2.1765 -1.5089 -0.6108
C 1.9538 -0.6732 -1.7496
O 2.7324 -0.5023 -2.6475
C 0.5880 -0.1183 -1.5936
C 0.0091 0.9692 -2.2037
C -1.2881 1.2877 -1.8456
C -1.9872 0.5496 -0.8924
C -1.4118 -0.5635 -0.2974
P -2.3680 -1.4960 0.9188
O -3.3627 -2.3968 0.3354
O -1.2885 -2.2238 1.8516
O -3.0525 -0.4413 1.8921
C -0.1008 -0.8912 -0.6693
C 0.8407 -2.0049 -0.2967
O 0.6367 -3.1181 0.0683
H 4.1918 0.9636 1.7178
H 5.5718 1.1010 0.6721
H 5.5982 -0.1154 1.9178
H 4.4392 -0.1643 -0.8062
H 2.3994 0.1547 0.6291
H 2.7643 -1.4027 1.3932
H 0.5736 1.5523 -2.9154
H -1.7642 2.1431 -2.3000
H -2.9754 0.9454 -0.6245
H -1.7036 -2.3883 2.7045
H -2.8690 0.4781 1.6490
O -5.9858 2.2567 1.7796
P -5.5818 2.6593 0.3395
O -6.8231 2.5189 -0.5736
O -4.4343 1.7465 -0.1902
O -5.0864 4.1298 0.3724

Computed properties:
Net charge   -3
Energy   -58180.123 eV



(6)
C19H28GdNO14S as an isolated structure at a distorted geometry. Source: the OMol25 dataset; level of theory: ωB97M-V with the def2-TZVPD basis set.

Element x y z (Å)
Gd 8.7027 7.4098 8.5184
C 12.0373 7.2657 7.3897
C 11.6641 8.7594 7.2710
O 10.2585 8.8986 7.2360
C 9.7891 9.7978 6.2251
C 8.4692 9.3568 5.7287
O 7.6139 9.0935 6.8168
C 6.3089 8.6445 6.3717
C 5.4907 8.5618 7.5900
O 6.2215 7.8212 8.5927
C 5.7383 8.1722 9.8746
C 6.1690 7.1397 10.9422
O 7.5651 6.8858 10.8317
C 8.1586 6.0316 11.8680
C 8.9988 4.9565 11.2700
O 9.9641 5.5957 10.3738
C 11.2299 4.9956 10.1824
C 11.7536 5.3339 8.7781
O 11.3318 6.6764 8.4482
H 13.1081 7.2477 7.6321
H 11.7635 6.7721 6.4665
H 12.0690 9.1591 6.2884
H 12.0959 9.3233 8.1417
H 10.5869 9.8276 5.4058
H 9.7919 10.8491 6.7347
H 8.5774 8.4605 5.0751
H 8.0247 10.2154 5.2023
H 6.4539 7.5966 5.8913
H 5.9036 9.3907 5.6431
H 4.5584 8.0443 7.3842
H 5.2150 9.5478 8.0690
H 4.6260 8.1179 9.9388
H 6.0952 9.1514 10.1989
H 5.5958 6.1839 10.8029
H 5.9154 7.5266 11.9767
H 7.3053 5.6341 12.4132
H 8.7959 6.6302 12.5777
H 8.4107 4.2129 10.6839
H 9.5595 4.3912 12.0492
H 11.2195 3.8903 10.2299
H 11.9433 5.3596 10.9349
H 11.3831 4.6294 8.0365
H 12.8822 5.2572 8.8436
O 7.2876 4.7606 5.8918
S 8.4699 4.9278 6.7046
O 9.5994 4.0037 6.7694
O 8.0340 5.2338 8.1627
O 9.0458 6.3527 6.5036
O 7.9964 10.3765 10.3345
C 9.1484 9.9478 10.5255
O 9.7060 8.9321 9.9578
C 9.8574 10.5480 11.7417
C 11.0690 9.9279 12.1880
C 11.5168 10.0780 13.4789
C 10.8227 10.7696 14.4764
C 9.6632 11.4820 14.0536
C 9.2023 11.3451 12.7136
N 8.8975 12.2125 14.9757
O 7.7236 12.4960 14.7075
O 9.5242 12.4459 16.0844
H 11.7494 9.4112 11.4734
H 12.4402 9.5708 13.7507
H 11.2610 10.8467 15.4535
H 8.2299 11.8195 12.5544

Computed properties:
Expectation value of S²   16.032
2S+1   8
Energy   -81979.663 eV
Energy above the lowest of the compared OMol25 structures with the same formula, charge and spin   1.620 eV



Copy entry 2 word for word.
C3H7N2 as an isolated structure at a distorted geometry. Source: the OMol25 dataset; level of theory: ωB97M-V with the def2-TZVPD basis set.

Element x y z (Å)
C 1.0530 0.9051 0.2325
C 0.7621 -1.0825 -0.0871
C -0.1653 0.0308 0.5431
N 1.8331 0.0510 -0.2552
N -1.3869 0.3578 -0.2623
H 1.4793 1.9386 0.2636
H 1.2259 -1.9156 0.4767
H 0.4634 -1.4168 -1.0816
H -0.4489 0.0121 1.5605
H -1.1246 -0.0108 -1.1502
H -1.6026 1.4022 -0.2368
H -2.0885 -0.2721 -0.0033

Computed properties:
Net charge   +1
Energy   -6195.319 eV
Energy above the lowest of the compared OMol25 structures with the same formula, charge and spin   2.192 eV



- Which value of energy does entry 5 give?
  -58180.123 eV